{"formula": "C4H4NP", "method": "ωB97M-V/def2-TZVPD", "e_tot_ha": -550.67062, "relative_energy_kcal_mol": 93.55, "elements": ["P", "N", "C", "C", "C", "C", "H", "H", "H", "H"], "coordinates": [[-1.34227, 1.50533, 1.00705], [-0.58239, 0.82394, -0.33037], [1.03900, -0.89877, -1.04735], [0.83872, -1.34978, 0.39978], [1.16293, -0.62065, -2.26996], [0.13557, -0.20736, -0.16632], [1.68032, -1.33571, 1.20338], [-0.73757, 2.70119, 0.44711], [-2.48537, 1.68787, 0.33615], [0.29106, -2.30606, 0.42054]], "forces_ev_per_angstrom": [[1.4, 1.4, 1.4], [1.6, -3.2, -0.3], [1.3, -1.4, 0.4], [0.8, -0.8, 1.1], [0.3, 0.0, -0.8], [-1.4, 2.3, -0.4], [-1.4, 0.5, -1.8], [-0.8, 0.2, 1.1], [-1.8, 0.5, -0.8], [0.1, 0.6, 0.1]]}